Record 1
{
  "formula": "C53H48BF4KN7OP2",
  "method": "ωB97M-V/def2-TZVPD",
  "species": ["K", "C", "C", "N", "C", "C", "N", "C", "C", "C", "C", "C", "N", "C", "C", "N", "C", "C", "N", "C", "C", "C", "N", "C", "C", "H", "H", "H", "H", "H", "H", "H", "H", "H", "H", "H", "H", "C", "N", "C", "P", "C", "C", "C", "C", "C", "C", "C", "C", "C", "C", "C", "C", "C", "C", "C", "C", "C", "C", "P", "C", "C", "C", "C", "C", "C", "C", "C", "C", "C", "C", "C", "H", "H", "H", "H", "H", "H", "H", "H", "H", "H", "H", "H", "H", "H", "H", "H", "H", "H", "H", "H", "H", "H", "H", "H", "H", "H", "H", "H", "H", "C", "C", "C", "O", "H", "H", "H", "H", "H", "H", "H", "F", "B", "F", "F", "F"],
  "coordinates": [[-0.37, 1.18, 0.39], [-3.76, 3.47, -2.79], [-3.19, 3.02, -1.58], [-1.92, 3.26, -1.29], [-1.25, 4.09, -2.12], [-1.83, 4.58, -3.30], [-3.08, 4.24, -3.66], [0.19, 4.39, -1.75], [0.83, 5.65, -2.04], [2.22, 5.80, -1.79], [2.88, 4.76, -1.16], [2.14, 3.68, -0.72], [0.84, 3.51, -0.98], [2.75, 2.51, 0.03], [3.66, 2.67, 1.06], [4.09, 1.67, 1.81], [3.66, 0.45, 1.49], [2.73, 0.28, 0.48], [2.28, 1.28, -0.21], [2.86, 7.08, -2.18], [3.69, 7.73, -1.27], [4.24, 8.92, -1.63], [3.93, 9.55, -2.79], [3.11, 8.93, -3.61], [2.61, 7.64, -3.40], [-4.80, 3.21, -3.04], [-3.77, 2.40, -0.93], [-1.31, 5.24, -3.98], [0.17, 6.41, -2.46], [3.95, 4.79, -0.92], [4.04, 3.64, 1.37], [3.98, -0.30, 2.18], [2.33, -0.75, 0.27], [3.82, 7.26, -0.31], [4.95, 9.41, -0.97], [2.83, 9.45, -4.56], [2.04, 7.11, -4.16], [-1.58, -3.53, -0.50], [-0.86, -4.08, 0.65], [0.15, -3.35, 1.33], [-0.52, -1.93, 2.26], [-1.58, -2.92, 3.42], [-1.07, -3.46, 4.63], [-1.91, -4.22, 5.45], [-3.26, -4.42, 5.08], [-3.77, -3.90, 3.89], [-2.90, -3.16, 3.04], [0.87, -1.46, 3.28], [0.68, -0.24, 3.93], [1.65, 0.25, 4.76], [2.83, -0.43, 4.97], [3.01, -1.71, 4.43], [1.98, -2.24, 3.61], [-1.23, -5.37, 1.04], [-2.54, -5.90, 0.88], [-2.84, -7.16, 1.28], [-1.85, -8.01, 1.74], [-0.52, -7.58, 1.72], [-0.23, -6.26, 1.46], [-0.79, -2.15, -1.53], [-2.23, -1.96, -2.57], [-2.84, -2.97, -3.34], [-3.92, -2.65, -4.17], [-4.35, -1.35, -4.26], [-3.71, -0.36, -3.52], [-2.65, -0.67, -2.66], [0.34, -3.10, -2.79], [0.63, -2.40, -3.93], [1.55, -2.89, -4.85], [2.15, -4.14, -4.67], [1.75, -4.90, -3.56], [0.84, -4.37, -2.61], [-2.54, -3.05, -0.21], [-1.84, -4.40, -1.14], [0.99, -3.03, 0.67], [0.60, -4.03, 2.03], [-0.03, -3.30, 4.94], [-1.52, -4.61, 6.39], [-3.92, -4.83, 5.80], [-4.81, -3.91, 3.63], [-3.20, -2.64, 2.11], [-0.11, 0.38, 3.53], [1.58, 1.25, 5.19], [3.62, -0.02, 5.58], [3.97, -2.17, 4.65], [2.21, -3.22, 3.20], [-3.33, -5.26, 0.53], [-3.88, -7.49, 1.31], [-2.05, -9.04, 1.98], [0.32, -8.28, 1.84], [0.80, -5.91, 1.49], [-2.51, -4.00, -3.24], [-4.44, -3.44, -4.66], [-5.25, -1.10, -4.81], [-4.10, 0.63, -3.57], [-2.06, 0.09, -2.13], [0.17, -1.50, -4.19], [1.78, -2.34, -5.77], [2.94, -4.47, -5.32], [2.28, -5.81, -3.25], [0.57, -4.97, -1.72], [-1.24, 3.26, 3.70], [0.01, 3.40, 2.87], [1.10, 4.22, 3.64], [0.42, 2.12, 2.48], [-1.66, 4.27, 3.84], [-1.06, 2.78, 4.68], [-2.07, 2.69, 3.23], [-0.25, 4.00, 1.96], [1.29, 3.81, 4.60], [0.67, 5.25, 3.77], [2.01, 4.20, 3.05], [-0.13, 1.43, -2.71], [0.34, 1.41, -4.04], [1.24, 0.40, -4.15], [-0.73, 1.24, -4.90], [0.99, 2.73, -4.26]],
  "mulliken_charge": [0.940, -0.408, -0.251, 0.023, 0.057, -0.551, -0.660, -0.224, -0.599, 0.309, -0.383, -0.281, 0.660, 0.593, -0.572, -0.635, -0.698, 0.180, -0.291, 0.104, -0.549, -0.376, -0.651, -0.289, -0.377, 0.438, 0.449, 0.489, 0.678, 0.713, 0.464, 0.557, 0.312, 0.506, 0.356, 0.315, 0.492, -1.838, 1.577, -1.877, 0.056, 0.260, -0.387, -0.731, -0.634, -0.696, 0.032, 1.344, -0.500, -0.420, -0.452, -1.097, -0.100, 0.416, -0.281, -0.695, -0.527, -0.631, -0.555, 1.273, -0.181, -0.591, -0.700, -0.681, -0.215, 0.433, 0.156, -0.760, -0.463, -0.561, -0.587, 0.035, 0.216, 0.741, 0.494, 0.630, 0.316, 0.421, 0.444, 0.447, 0.301, 0.265, 0.123, 0.372, 0.383, 0.213, 0.374, 0.340, 0.393, 0.348, 0.383, 0.351, 0.440, 0.386, 0.321, 0.000, 0.392, 0.391, 0.400, 0.318, 0.137, -1.511, 0.832, -1.378, -0.348, 0.438, 0.243, 0.210, -0.196, 0.287, 0.383, 0.190, 0.533, -0.111, -0.336, -0.382, -0.448],
  "gap_ev": 6.593,
  "energy_ha": -4214.22652,
  "mol_weight_da": 986.865,
  "total_charge": -1,
  "lumo_energy_ev": 1.976
}

Record 2
{
  "formula": "C53H48BIrN8O7PS4",
  "method": "ωB97M-V/def2-TZVPD",
  "species": ["Ir", "O", "S", "O", "O", "C", "C", "C", "C", "C", "C", "P", "C", "C", "C", "C", "C", "C", "C", "C", "C", "C", "C", "C", "H", "H", "H", "H", "H", "H", "H", "H", "H", "H", "H", "H", "H", "H", "C", "C", "C", "C", "C", "C", "C", "S", "O", "O", "N", "C", "C", "C", "C", "C", "N", "H", "H", "H", "H", "H", "H", "H", "H", "H", "H", "H", "C", "N", "C", "C", "N", "B", "N", "C", "C", "N", "C", "C", "S", "C", "S", "H", "H", "H", "H", "H", "H", "H", "H", "H", "H", "H", "H", "O", "C", "N", "C", "C", "O", "N", "C", "C", "C", "C", "C", "C", "C", "C", "C", "C", "C", "C", "H", "H", "H", "H", "H", "H", "H", "H", "H", "H", "H"],
  "coordinates": [[-0.59, -1.06, 0.79], [-0.13, -3.33, 0.33], [1.30, -3.15, 0.72], [1.62, -3.44, 2.09], [1.65, -1.77, 0.28], [2.16, -4.28, -0.32], [2.79, -5.37, 0.23], [3.44, -6.27, -0.61], [3.45, -6.05, -1.98], [2.82, -4.94, -2.53], [2.17, -4.04, -1.71], [1.28, -2.55, -2.34], [2.60, -1.47, -3.00], [3.14, -1.71, -4.26], [4.13, -0.87, -4.77], [4.58, 0.20, -4.01], [4.05, 0.44, -2.76], [3.06, -0.39, -2.25], [0.38, -3.17, -3.78], [0.02, -2.30, -4.79], [-0.83, -2.71, -5.81], [-1.32, -4.01, -5.82], [-0.96, -4.90, -4.81], [-0.12, -4.48, -3.79], [2.77, -5.51, 1.31], [3.93, -7.13, -0.19], [3.96, -6.75, -2.63], [2.84, -4.78, -3.60], [2.79, -2.53, -4.87], [4.54, -1.06, -5.75], [5.35, 0.85, -4.41], [4.40, 1.28, -2.17], [2.65, -0.19, -1.27], [0.39, -1.28, -4.80], [-1.10, -2.02, -6.59], [-1.99, -4.34, -6.61], [-1.33, -5.91, -4.82], [0.14, -5.17, -2.99], [-7.12, 5.71, 1.82], [-5.71, 5.17, 1.85], [-5.33, 4.18, 2.76], [-4.01, 3.74, 2.82], [-3.08, 4.28, 1.95], [-3.44, 5.25, 1.03], [-4.76, 5.69, 0.99], [-1.35, 3.93, 2.13], [-0.17, 3.92, -1.72], [-1.10, 3.99, 3.60], [-1.26, 2.33, 1.64], [-0.12, 1.81, 1.99], [1.01, 2.53, 2.58], [2.02, 1.90, 3.21], [2.04, 0.49, 3.31], [1.07, -0.18, 2.64], [0.06, 0.42, 1.92], [-7.69, 5.38, 2.69], [-7.65, 5.38, 0.92], [-7.12, 6.80, 1.81], [-6.06, 3.76, 3.44], [-3.69, 3.00, 3.55], [-2.70, 5.67, 0.37], [-5.04, 6.46, 0.28], [0.97, 3.60, 2.57], [2.81, 2.49, 3.67], [2.77, -0.06, 3.87], [1.07, -1.26, 2.67], [-2.62, -2.89, -1.66], [-2.60, -1.70, -2.50], [-3.52, -1.48, -3.48], [-3.16, -0.33, -4.10], [-2.03, 0.14, -3.51], [-1.20, 1.28, -4.26], [-0.40, 2.30, -3.39], [0.86, 2.68, -3.89], [1.60, 3.58, -3.28], [1.15, 4.29, -2.17], [2.00, 4.21, -1.00], [-0.90, 2.92, -2.30], [-2.35, 2.60, -1.60], [-1.72, -0.67, -2.51], [-0.29, -0.45, -1.54], [-3.58, -2.95, -1.14], [-1.82, -2.85, -0.93], [-2.49, -3.77, -2.28], [-4.35, -2.16, -3.64], [-3.61, 0.19, -4.93], [-1.99, 1.87, -4.97], [-0.38, 0.67, -4.91], [1.18, 2.18, -4.79], [2.59, 3.85, -3.62], [2.96, 4.65, -1.26], [2.14, 3.18, -0.65], [1.55, 4.80, -0.20], [-1.56, -1.83, 2.74], [-2.62, -1.57, 2.15], [-3.89, -1.85, 2.46], [-4.78, -1.45, 1.38], [-3.76, -0.75, 0.40], [-4.05, -0.25, -0.65], [-2.52, -0.93, 0.97], [-5.92, -0.58, 1.87], [-6.34, 0.56, 1.20], [-7.43, 1.28, 1.68], [-8.09, 0.88, 2.83], [-7.67, -0.25, 3.51], [-6.60, -0.98, 3.02], [-5.31, -2.67, 0.60], [-4.88, -3.96, 0.88], [-5.30, -5.03, 0.10], [-6.15, -4.81, -0.97], [-6.60, -3.52, -1.24], [-6.18, -2.46, -0.46], [-4.16, -2.28, 3.33], [-5.83, 0.90, 0.31], [-7.76, 2.16, 1.15], [-8.93, 1.46, 3.21], [-8.17, -0.58, 4.41], [-6.30, -1.89, 3.54], [-4.19, -4.13, 1.70], [-4.96, -6.03, 0.34], [-6.47, -5.64, -1.58], [-7.27, -3.35, -2.07], [-6.53, -1.46, -0.68]],
  "mulliken_spin": [0.064, -0.002, 0.034, -0.003, 0.014, -0.039, 0.005, -0.001, 0.006, 0.022, 0.096, 0.215, -0.022, 0.003, 0.002, 0.000, 0.004, 0.015, 0.068, 0.028, -0.015, 0.034, -0.016, 0.047, 0.000, 0.000, 0.001, 0.003, 0.003, 0.000, 0.000, 0.000, 0.007, 0.002, 0.000, 0.002, 0.000, 0.005, 0.000, 0.000, 0.000, 0.000, 0.000, 0.000, 0.000, 0.000, -0.002, 0.000, -0.001, -0.001, 0.002, -0.001, 0.002, 0.000, -0.004, 0.000, 0.000, 0.000, 0.000, 0.000, 0.000, 0.000, 0.000, 0.000, 0.000, -0.002, 0.016, 0.010, 0.033, 0.011, 0.037, -0.015, 0.010, 0.000, 0.001, 0.000, 0.001, 0.009, 0.007, 0.070, 0.244, 0.002, -0.005, -0.002, 0.000, 0.001, 0.000, 0.003, 0.000, 0.000, 0.000, 0.000, 0.000, -0.004, 0.001, 0.000, -0.001, 0.000, -0.001, -0.009, 0.001, 0.000, 0.000, 0.000, 0.000, 0.000, -0.001, 0.001, 0.000, 0.000, -0.001, 0.001, 0.000, 0.000, 0.000, 0.000, 0.000, 0.000, 0.000, 0.000, 0.000, 0.000, 0.000],
  "gap_ev": [6.127, 4.706],
  "energy_ha": -5076.41355,
  "mol_weight_da": 1271.287,
  "multiplicity": 2,
  "lumo_energy_ev": [-0.781, -2.193]
}